No. 1
Density functional theory data (the ωB97M-V functional and the def2-TZVPD basis) for C5H7NO in the gas phase.

```
! wB97M-V def2-TZVPD RIJCOSX def2/J DEFGRID3
* xyz 0 1
C 0.832 1.080 1.484
C 0.298 0.312 0.319
C 0.913 0.022 -0.831
N 0.107 -0.782 -1.656
C -1.074 -1.117 -1.027
O -1.915 -1.880 -1.448
C -1.082 -0.295 0.261
H 1.863 1.401 1.304
H 0.825 0.468 2.396
H 0.230 1.974 1.692
H 1.909 0.299 -1.154
H 0.319 -1.068 -2.597
H -1.375 -0.895 1.127
H -1.849 0.481 0.132
*
```

Calculated values
- SMILES: CC1=CNC(=O)C1
- Energy: -324.72330 Ha
- HOMO level: -8.380 eV
- LUMO energy: 0.8 eV
- Frontier orbital gap: 9.22 eV

Charge distribution, natural (NBO) scheme, values in e: number 1, C, carries -0.63; number 2, C, carries -0.04; number 3, C, carries -0.03; number 4, N, carries -0.63; number 5, C, carries 0.69; number 6, O, carries -0.59; number 7, C, carries -0.54; number 8, H, carries 0.22; number 9, H, carries 0.22; number 10, H, carries 0.22; number 11, H, carries 0.21; number 12, H, carries 0.42; number 13, H, carries 0.25; number 14, H, carries 0.25



No. 2
Density functional theory data (the ωB97M-V functional and the def2-TZVPD basis) for C5H7NO as an isolated structure in a non-equilibrium geometry.

```
! wB97M-V def2-TZVPD RIJCOSX def2/J DEFGRID3
* xyz 0 1
C -0.171 -1.125 -0.267
C -0.586 -0.079 0.780
C 0.718 0.823 1.088
C 0.824 1.217 -0.401
C -0.144 0.246 -1.055
H -1.041 -0.230 1.790
H 1.328 0.114 1.752
H 0.546 1.732 1.710
H 0.970 2.195 -0.665
H 1.846 0.812 -0.721
H -0.033 0.497 -2.261
H -1.517 1.695 -0.033
N -1.317 0.631 -0.307
O 0.409 -2.216 -0.036
*
```

Calculated values
- Energy: -324.54396 Ha
- HOMO level: -9.364 eV
- LUMO energy: 0.0 eV
- Frontier orbital gap: 9.33 eV

Charge distribution, natural (NBO) scheme, values in e: number 1, C, carries 0.60; number 2, C, carries -0.18; number 3, C, carries -0.43; number 4, C, carries -0.44; number 5, C, carries -0.14; number 6, H, carries 0.22; number 7, H, carries 0.23; number 8, H, carries 0.21; number 9, H, carries 0.24; number 10, H, carries 0.21; number 11, H, carries 0.21; number 12, H, carries 0.37; number 13, N, carries -0.62; number 14, O, carries -0.47



No. 3
Density functional theory data (the ωB97M-V functional and the def2-TZVPD basis) for C5H7NO in the gas phase.

```
! wB97M-V def2-TZVPD RIJCOSX def2/J DEFGRID3
* xyz 0 1
C 0.963 0.810 -1.550
C 0.110 0.508 -0.369
O -0.584 1.543 0.198
C -1.298 1.032 1.223
C -1.076 -0.299 1.349
C -0.151 -0.644 0.308
N 0.356 -1.925 0.016
H 2.023 0.930 -1.292
H 0.886 0.003 -2.287
H 0.636 1.739 -2.023
H -1.902 1.735 1.777
H -1.523 -0.963 2.076
H 0.217 -2.567 0.785
H 1.343 -1.902 -0.210
*
```

Calculated values
- SMILES: Cc1occc1N
- Energy: -324.69734 Ha
- HOMO level: -7.774 eV
- LUMO energy: 1.1 eV
- Frontier orbital gap: 8.83 eV

Charge distribution, natural (NBO) scheme, values in e: number 1, C, carries -0.66; number 2, C, carries 0.21; number 3, O, carries -0.41; number 4, C, carries 0.10; number 5, C, carries -0.35; number 6, C, carries 0.07; number 7, N, carries -0.81; number 8, H, carries 0.22; number 9, H, carries 0.23; number 10, H, carries 0.24; number 11, H, carries 0.20; number 12, H, carries 0.22; number 13, H, carries 0.37; number 14, H, carries 0.37



No. 4
Density functional theory data (the ωB97M-V functional and the def2-TZVPD basis) for C5H7NO in the gas phase in a non-equilibrium geometry.

```
! wB97M-V def2-TZVPD RIJCOSX def2/J DEFGRID3
* xyz 0 1
N 3.101 0.698 0.727
C 2.236 0.196 0.147
C 1.091 -0.380 -0.563
C -0.208 0.276 -0.113
O -0.171 1.668 -0.142
C -1.493 -0.339 -0.545
C -1.081 -0.400 0.906
H 1.064 -1.456 -0.358
H 1.234 -0.202 -1.636
H 0.374 1.964 0.601
H -2.291 0.349 -0.800
H -1.454 -1.254 -1.131
H -0.783 -1.363 1.310
H -1.619 0.243 1.597
*
```

Calculated values
- SMILES: N#CCC1(O)CC1
- Energy: -324.67445 Ha
- HOMO level: -10.469 eV
- LUMO energy: 0.8 eV
- Frontier orbital gap: 11.27 eV

Charge distribution, natural (NBO) scheme, values in e: number 1, N, carries -0.33; number 2, C, carries 0.29; number 3, C, carries -0.53; number 4, C, carries 0.24; number 5, O, carries -0.69; number 6, C, carries -0.43; number 7, C, carries -0.44; number 8, H, carries 0.25; number 9, H, carries 0.26; number 10, H, carries 0.48; number 11, H, carries 0.24; number 12, H, carries 0.22; number 13, H, carries 0.22; number 14, H, carries 0.23



No. 5
Density functional theory data (the ωB97M-V functional and the def2-TZVPD basis) for C5H7NO as an isolated structure in a non-equilibrium geometry.

```
! wB97M-V def2-TZVPD RIJCOSX def2/J DEFGRID3
* xyz 0 1
O 2.003 0.788 1.084
C 0.975 1.250 0.643
C 0.512 0.803 -0.699
C 0.137 -0.575 -1.022
C -0.365 -1.388 0.160
C -1.165 -0.125 0.488
N -0.939 0.455 -0.875
H 0.478 2.166 1.045
H 1.028 1.384 -1.460
H 0.385 -0.969 -2.002
H 0.348 -1.669 0.939
H -0.915 -2.262 -0.199
H -0.452 0.438 1.212
H -2.172 -0.072 0.906
*
```

Calculated values
- Energy: -324.59534 Ha
- HOMO level: -9.690 eV
- LUMO energy: 0.9 eV
- Frontier orbital gap: 10.64 eV

Charge distribution, natural (NBO) scheme, values in e: number 1, O, carries -0.52; number 2, C, carries 0.36; number 3, C, carries -0.20; number 4, C, carries -0.07; number 5, C, carries -0.43; number 6, C, carries -0.21; number 7, N, carries -0.36; number 8, H, carries 0.14; number 9, H, carries 0.24; number 10, H, carries 0.21; number 11, H, carries 0.22; number 12, H, carries 0.22; number 13, H, carries 0.17; number 14, H, carries 0.22



No. 6
Density functional theory data (the ωB97M-V functional and the def2-TZVPD basis) for C5H7NO in the gas phase.

```
! wB97M-V def2-TZVPD RIJCOSX def2/J DEFGRID3
* xyz 0 1
C -1.690 0.299 0.674
C -0.505 -0.361 0.041
C -0.369 -1.608 -0.477
O 0.889 -1.818 -0.932
C 1.584 -0.667 -0.715
C 0.787 0.256 -0.115
N 1.089 1.541 0.377
H -2.312 -0.419 1.216
H -2.323 0.803 -0.066
H -1.348 1.059 1.385
H -1.051 -2.440 -0.581
H 2.620 -0.671 -1.018
H 0.554 2.264 -0.090
H 2.074 1.762 0.302
*
```

Calculated values
- SMILES: Cc1cocc1N
- Energy: -324.69411 Ha
- HOMO level: -8.183 eV
- LUMO energy: 1.0 eV
- Frontier orbital gap: 9.18 eV

Charge distribution, natural (NBO) scheme, values in e: number 1, C, carries -0.64; number 2, C, carries -0.13; number 3, C, carries 0.10; number 4, O, carries -0.41; number 5, C, carries 0.02; number 6, C, carries 0.07; number 7, N, carries -0.82; number 8, H, carries 0.22; number 9, H, carries 0.22; number 10, H, carries 0.23; number 11, H, carries 0.20; number 12, H, carries 0.20; number 13, H, carries 0.37; number 14, H, carries 0.37



No. 7
Density functional theory data (the ωB97M-V functional and the def2-TZVPD basis) for C5H7NO in the gas phase in a non-equilibrium geometry.

```
! wB97M-V def2-TZVPD RIJCOSX def2/J DEFGRID3
* xyz 0 1
C 0.672 -1.084 1.364
C 0.114 0.260 0.882
C -0.065 0.381 -0.634
C 0.358 -0.771 -1.432
N 0.670 -1.717 -2.021
C -1.106 1.247 -1.218
O 0.255 1.637 -1.215
H 0.205 -1.928 0.849
H 0.497 -1.214 2.435
H 1.750 -1.155 1.190
H -0.855 0.460 1.353
H 0.785 1.075 1.177
H -1.526 1.014 -2.195
H -1.755 1.795 -0.535
*
```

Calculated values
- SMILES: CC[C@@]1(C#N)CO1
- Energy: -324.65637 Ha
- HOMO level: -11.122 eV
- LUMO energy: 0.8 eV
- Frontier orbital gap: 11.96 eV

Charge distribution, natural (NBO) scheme, values in e: number 1, C, carries -0.62; number 2, C, carries -0.41; number 3, C, carries 0.10; number 4, C, carries 0.26; number 5, N, carries -0.30; number 6, C, carries -0.07; number 7, O, carries -0.45; number 8, H, carries 0.22; number 9, H, carries 0.22; number 10, H, carries 0.22; number 11, H, carries 0.21; number 12, H, carries 0.23; number 13, H, carries 0.20; number 14, H, carries 0.19



No. 8
Density functional theory data (the ωB97M-V functional and the def2-TZVPD basis) for C5H7NO as an isolated structure.

```
! wB97M-V def2-TZVPD RIJCOSX def2/J DEFGRID3
* xyz 0 1
C -1.521 0.162 0.727
N -0.512 0.263 -0.352
C -0.058 -1.033 -0.810
C 1.243 -1.143 -0.465
C 1.748 0.094 0.117
C 0.710 0.969 0.078
O 0.382 2.215 -0.020
H -2.478 -0.127 0.287
H -1.616 1.146 1.195
H -1.209 -0.583 1.465
H -0.764 -1.762 -1.180
H 1.850 -2.024 -0.647
H 2.783 0.333 0.315
H -0.557 1.491 -0.712
*
```

Calculated values
- Energy: -324.59919 Ha
- HOMO level: -7.825 eV
- LUMO energy: 0.9 eV
- Frontier orbital gap: 8.70 eV

Charge distribution, natural (NBO) scheme, values in e: number 1, C, carries -0.41; number 2, N, carries -0.51; number 3, C, carries -0.13; number 4, C, carries -0.18; number 5, C, carries -0.44; number 6, C, carries 0.52; number 7, O, carries -0.71; number 8, H, carries 0.21; number 9, H, carries 0.23; number 10, H, carries 0.21; number 11, H, carries 0.22; number 12, H, carries 0.22; number 13, H, carries 0.24; number 14, H, carries 0.52



No. 9
Density functional theory data (the ωB97M-V functional and the def2-TZVPD basis) for C5H7NO in the gas phase.

```
! wB97M-V def2-TZVPD RIJCOSX def2/J DEFGRID3
* xyz 0 1
O 1.571 -1.037 1.215
C 1.905 -0.409 -0.001
C 0.761 -0.249 -0.935
C -0.101 -0.073 -1.842
C -0.670 0.710 -0.455
C -2.074 0.324 -0.132
N -1.041 0.106 0.855
H 1.085 -0.390 1.745
H 2.365 0.574 0.169
H 2.663 -1.036 -0.486
H -0.420 1.767 -0.402
H -2.490 -0.524 -0.670
H -2.786 1.112 0.108
H -0.768 -0.875 0.832
*
```

Calculated values
- Energy: -324.51338 Ha
- HOMO level: -9.381 eV
- LUMO energy: 0.8 eV
- Frontier orbital gap: 10.21 eV

Charge distribution, natural (NBO) scheme, values in e: number 1, O, carries -0.70; number 2, C, carries -0.13; number 3, C, carries -0.07; number 4, C, carries -0.09; number 5, C, carries -0.11; number 6, C, carries -0.22; number 7, N, carries -0.60; number 8, H, carries 0.48; number 9, H, carries 0.19; number 10, H, carries 0.23; number 11, H, carries 0.21; number 12, H, carries 0.21; number 13, H, carries 0.21; number 14, H, carries 0.37



No. 10
Density functional theory data (the ωB97M-V functional and the def2-TZVPD basis) for C5H7NO as an isolated structure in a non-equilibrium geometry.

```
! wB97M-V def2-TZVPD RIJCOSX def2/J DEFGRID3
* xyz 0 1
O 0.312 1.661 1.730
C 0.669 0.663 0.827
C 0.411 0.887 -0.630
C 0.036 -0.390 -1.293
C -0.084 -1.520 -0.292
C -0.608 -0.406 0.611
N -1.003 0.433 -0.619
H 1.729 0.521 1.083
H 0.739 1.728 -1.229
H 0.069 -0.468 -2.374
H 0.804 -2.065 0.036
H -0.852 -2.229 -0.623
H -0.603 1.824 1.489
H -1.417 -0.610 1.342
*
```

Calculated values
- Energy: -324.59440 Ha
- HOMO level: -9.566 eV
- LUMO energy: 1.1 eV
- Frontier orbital gap: 10.68 eV

Charge distribution, natural (NBO) scheme, values in e: number 1, O, carries -0.69; number 2, C, carries 0.10; number 3, C, carries -0.14; number 4, C, carries -0.08; number 5, C, carries -0.43; number 6, C, carries -0.09; number 7, N, carries -0.38; number 8, H, carries 0.19; number 9, H, carries 0.22; number 10, H, carries 0.21; number 11, H, carries 0.21; number 12, H, carries 0.22; number 13, H, carries 0.46; number 14, H, carries 0.22